A:
Here is H14IO7 as an isolated structure from OMol25. Energies are from the ωB97M-V functional and the def2-TZVPD basis.

```
! RIJCOSX wB97M-V def2-TZVPD def2/J DEFGRID3
* xyz -1 1
H -0.6196 -0.8019 3.0565
H -2.3596 -0.1989 -1.3025
H 0.1554 -3.7529 -0.0305
H 1.6084 3.1301 0.0315
H 2.3034 -0.7299 1.1735
O 1.8184 -0.1419 -1.8075
H -0.0576 3.2071 -1.9185
O -1.1896 -1.2279 3.6085
I -0.7996 0.0111 0.3185
H -2.2626 -0.3589 -2.8885
H 0.9254 -0.4549 1.9475
H -0.9166 -2.8599 -0.2915
O 1.7554 2.2221 0.1485
H 0.8574 -0.0109 -1.4355
H 2.4984 -0.4589 -1.1795
O 1.8494 -0.2379 2.1285
H -2.1846 -1.2309 3.4725
H -0.6166 2.7221 -0.5095
O -2.8126 -0.3829 -2.0925
O -0.4876 -3.5379 -0.7135
H 1.2044 1.6621 -0.4835
O -0.6686 3.4321 -1.2325
*
```


B:
Here is a 8-piece molecular cluster, H14IO7 overall from OMol25. Energies are from the ωB97M-V functional and the def2-TZVPD basis.

```
! RIJCOSX wB97M-V def2-TZVPD def2/J DEFGRID3
* xyz -1 1
O -3.3131 -1.6565 0.5807
H 0.2380 2.4951 -0.8272
H 1.0657 -1.8220 -2.2325
O 2.6648 0.1635 -2.0002
H 1.8386 -2.7096 -1.3042
O 0.9299 0.9675 2.1465
H 2.9553 1.0615 -1.7899
H 1.4696 1.7835 2.2002
O 1.3174 -2.7148 -2.1355
H 1.7363 0.1535 -1.6876
H 0.4432 3.8540 -0.0912
H -2.8690 -1.2031 -0.1343
H -0.1077 -3.4381 1.2773
O 0.7834 3.2913 -0.8239
H -3.2769 -2.5469 0.3388
H -1.8407 1.5307 1.0118
I -0.7274 0.0411 -1.0614
O 0.3860 -2.7205 0.8456
H -0.1941 -2.1414 0.3837
H -1.7251 2.7335 1.8883
O -1.9861 1.8333 1.9024
H 0.2121 1.0442 1.5126
*
```


Result of the stability comparison: A is the least stable of them.


A:
Here is a 3-piece molecular cluster, C22H35Cl2N4O overall from OMol25. Energies are from the ωB97M-V functional and the def2-TZVPD basis.

```
! RIJCOSX wB97M-V def2-TZVPD def2/J DEFGRID3
* xyz 1 1
C 0.6967 0.8573 -1.2397
Cl 3.1759 -1.1525 0.0202
C -0.7813 3.0101 -0.1439
H -4.5964 2.5849 2.0685
H 0.1765 -1.1061 0.0978
H 0.7543 3.1906 -2.1190
H 2.6141 5.1617 3.7204
C 3.8009 -1.4573 -2.9667
H -3.3165 1.7717 -0.8437
H 2.6141 -5.0844 1.1589
H -1.1227 4.1484 -0.1626
H -4.6850 3.0119 -0.3347
C 1.8406 6.2929 2.0686
C 0.3023 2.4824 -1.3043
C 1.8406 -3.9533 -0.4930
C -4.5614 -1.8218 -0.2512
C -3.7902 1.9207 1.4908
C 2.8402 -0.7956 -1.7736
O -3.5824 -1.6998 0.8405
C -5.3534 0.8221 -0.4584
H 3.8997 -5.3692 -1.6211
H -6.0368 0.5715 0.4628
H 1.6231 -6.4094 -1.5870
H -3.8523 0.8389 1.9705
H -2.4990 -3.6092 0.4161
H 2.0538 -7.2998 -0.1116
H 2.8889 2.6116 0.9212
C -4.1974 1.9738 -0.0983
H -5.4182 -0.8063 -2.1041
H -1.9607 2.1388 2.9129
H -5.6439 -2.1572 0.1062
H -1.6186 -2.3044 1.4920
H -3.6542 -0.2647 -1.7136
H 2.8889 -7.6346 -1.6404
H 4.3332 -0.5551 -3.4967
N -1.2906 1.9837 0.8357
H -4.1845 -2.7058 -0.9578
C 3.5125 4.4518 1.8746
C 2.9782 -4.6759 0.2099
H 1.6231 3.8367 0.9745
H -1.8641 -2.0588 -0.4499
H 4.3527 -6.2859 -0.1843
H 3.0468 -2.0423 -3.6722
H 3.7760 -3.9596 0.4326
Cl 1.5613 0.3785 -4.1341
C 2.4555 -6.8416 -1.0226
C -4.7032 -0.4932 -1.2013
C 3.5125 -5.7944 -0.6869
H -6.0590 1.3393 -1.2700
N -1.0071 0.6615 0.9855
C -2.3170 2.5447 1.8494
N 0.8968 -3.3538 -1.0761
C 1.7341 0.1146 -2.2707
C 2.9782 5.5702 2.7714
H 4.3527 3.9602 2.3772
C 2.4555 3.4045 1.5389
H 2.0538 2.9464 2.4500
C -0.0603 0.0460 0.0133
H 4.5624 -2.2475 -2.5601
C -2.3413 -2.4561 0.5556
H 3.8997 4.8769 0.9405
H 3.7760 6.2866 2.9942
H -2.2709 3.7123 1.9137
N 0.8968 6.8923 1.4855
*
```


B:
Here is a 3-piece molecular cluster, C22H35Cl2N4O overall from OMol25. Energies are from the ωB97M-V functional and the def2-TZVPD basis.

```
! RIJCOSX wB97M-V def2-TZVPD def2/J DEFGRID3
* xyz 1 1
H -0.6175 4.6534 -2.4099
H -3.3727 2.8997 4.3301
H -1.8058 -4.9246 0.8368
N 0.1904 -1.0034 0.9026
H 1.4399 -1.3153 -1.9372
C -2.5711 -0.1274 0.5765
C 3.3206 4.2933 -3.5546
C -1.7503 1.6061 -1.2372
Cl -3.0810 1.4186 -2.4371
N 1.6332 1.3870 -2.6800
H 1.0666 -3.7862 1.3059
H -1.4141 -3.3943 -0.0857
C -2.1202 -1.2395 1.5398
H 3.1701 -1.6675 -2.3052
H -1.2135 -2.8529 3.2449
C 2.2817 2.3174 -2.4879
C -3.4276 0.5778 5.7475
H -1.0071 -5.8694 -1.0498
C -2.5826 1.7752 5.9988
C -2.4010 2.5603 4.6982
H -2.3012 0.8634 3.3161
C 2.3941 -1.7206 -1.4964
C -0.2307 -5.1373 -0.6809
H -3.6317 0.1848 0.4760
H 2.3023 -4.8805 -2.0986
H -3.0631 2.3998 6.7536
N -0.8021 -1.5391 1.5605
H -0.0071 -4.8070 2.3302
H -0.4259 -3.3251 -2.0337
H -1.8058 3.4538 4.8993
H 4.0875 3.2011 -1.8414
H 0.7004 0.4235 -0.5700
H -1.5783 2.3419 2.7124
C 3.1245 3.5182 -2.2477
N -4.0746 -0.3508 5.5476
H -0.7355 1.3985 3.9500
H 4.9980 3.1287 -4.2931
C -0.9804 -4.2781 0.4467
C 0.1798 -4.2730 -1.9377
O 2.1704 -3.0433 -0.9963
H 3.4277 2.5971 -4.9176
H -1.2727 3.2648 -3.3478
H 1.8688 -3.4020 -3.0140
H 3.9125 5.1884 -3.3507
C -1.5042 0.4965 -0.2271
C -0.1194 -0.0300 0.0339
H -0.0597 -4.8628 -2.8712
C -1.7191 1.7385 3.6125
C -0.9871 2.7428 -1.2696
C -1.3496 3.8128 -2.3697
H 2.6354 4.1504 -1.5046
C 1.7084 -3.9255 -2.0224
H 2.7589 -1.0998 -0.6304
H 4.1617 4.0710 -5.5334
H 0.4792 -2.2836 3.0535
C -0.4174 -2.6644 2.4868
H -2.3855 4.1643 -2.1444
C 4.0176 3.4713 -4.6335
C -0.0010 -3.9224 1.6284
H -2.8924 -1.7684 2.1477
H 2.3513 4.6287 -3.9343
H 0.6063 -5.7481 -0.2570
H -1.6162 1.4531 6.3924
Cl 0.3377 3.0606 -0.1206
*
```


Result of the stability comparison: A is the least stable of them.


A:
Here is C10H11N3 in the gas phase from OMol25. Energies are from the ωB97M-V functional and the def2-TZVPD basis.

As for the SMILES: [H]/N=C1\N2[C@](C)(CCC=C=C)[C@]12C#N.

```
! RIJCOSX wB97M-V def2-TZVPD def2/J DEFGRID3
* xyz 0 1
H -0.5468 0.4934 1.3109
C -1.4989 -1.2881 0.7066
H -2.0842 -1.4941 1.5930
H -3.2518 -0.7753 -0.7042
C 0.6912 -1.6416 -0.9374
H 0.1468 -0.9643 1.9240
H 0.7968 3.0514 0.5563
C -1.8787 2.0322 -0.7813
C 3.3981 -0.3753 0.3247
H -0.3470 -1.7789 -1.3189
H 1.1114 -2.4827 -0.3757
H -1.2477 -2.1751 0.2108
N 1.5827 2.5614 0.8479
C -0.3104 -0.5316 1.0361
N 1.0898 0.8090 -0.9007
C 1.6617 1.5270 0.2615
H -2.1199 2.7023 0.1204
C -2.4068 -0.3749 -0.1827
N 4.4472 -0.8676 0.4062
C 0.7515 -0.3345 -0.1552
C -2.0583 0.7740 -0.5744
H -1.3230 2.5747 -1.6108
C 2.1612 0.2264 0.1412
H 1.2350 -1.6678 -1.8986
*
```


B:
Here is a 2-piece molecular cluster, C10H11N3 overall from OMol25. Energies are from the ωB97M-V functional and the def2-TZVPD basis.

```
! RIJCOSX wB97M-V def2-TZVPD def2/J DEFGRID3
* xyz 0 1
C 2.1099 1.3811 -0.0645
H 5.3950 -1.3574 -0.8826
H 3.1476 -1.5743 -1.4740
H -1.5774 -2.0152 1.2308
H 1.4717 3.3780 0.4793
N -1.7527 -0.1383 -0.0535
C -3.9036 -0.1191 -0.2293
C 2.0348 -0.0436 0.0775
C 3.2904 -0.7234 0.5228
C -0.4191 0.3933 -0.0792
H -4.7009 0.2917 -0.6292
H -1.1837 2.6451 0.0906
C 1.0226 2.3792 0.1857
N 4.0526 -1.7703 -0.5981
H 3.0982 1.9758 0.3551
C -2.0118 -1.3354 0.4979
H -4.0806 -2.1443 0.5947
H 0.5586 -1.7176 -0.3249
C -3.4303 -1.4534 0.1734
C 0.6845 -0.4855 -0.0473
H 3.9253 0.0320 1.1187
N -2.7738 0.6380 -0.4822
C -0.3333 1.7935 -0.0498
H 2.9981 -1.3397 1.4554
*
```


Result of the stability comparison: B is the least stable of them.


A:
Here is FLi5 as an isolated structure from OMol25. Energies are from the ωB97M-V functional and the def2-TZVPD basis.

```
! RIJCOSX wB97M-V def2-TZVPD def2/J DEFGRID3
* xyz 4 1
F -0.0553 -0.0108 -0.0215
Li 0.3357 3.1937 -1.4945
Li 3.3895 -0.0016 0.5507
Li -0.3858 -2.5109 3.6688
Li -3.5488 -0.1297 0.7284
Li 0.2647 -0.5407 -3.4319
*
```


B:
Here is FLi5 as an isolated structure from OMol25. Energies are from the ωB97M-V functional and the def2-TZVPD basis.

```
! RIJCOSX wB97M-V def2-TZVPD def2/J DEFGRID3
* xyz 4 1
Li 1.9847 0.8601 -0.4012
Li -1.8951 -1.6172 1.8198
Li 0.3937 1.0713 1.7214
F 0.0437 0.2446 -0.4068
Li -1.6420 0.8564 -1.5117
Li 1.1150 -1.4152 -1.2215
*
```


Result of the stability comparison: B is the least stable of them.


A:
Here is C20H28N2O2 in the gas phase from OMol25. Energies are from the ωB97M-V functional and the def2-TZVPD basis.

As for the SMILES: Cc1ccc(C(=O)N2CCN([C@]34C[C@H]5C[C@H](C[C@H](C5)C3)C4)CC2)o1.

```
! RIJCOSX wB97M-V def2-TZVPD def2/J DEFGRID3
* xyz 0 1
C -5.7916 0.7714 0.6954
H -2.6387 -0.7210 -1.1293
H 3.6891 -0.1591 2.7386
H -5.0027 -3.3887 0.3601
C -0.0907 1.7971 0.1198
N -2.3443 1.2926 -0.6378
H -1.0159 2.4820 -1.7056
H 2.5448 1.2058 -1.8778
C 1.7864 0.2014 -0.1320
C 3.8395 -1.5423 1.0918
H 4.3627 -0.5157 -2.1589
H -7.4801 -0.6463 0.9956
C -6.4806 -0.4580 0.6612
C -4.5473 0.5405 0.1638
H 1.5213 -1.9517 -0.2021
C -3.4947 1.5614 0.0241
H 4.2107 1.8696 1.4011
C 4.1913 0.8693 -0.5130
C 2.0544 0.1892 1.3829
H 0.6752 2.5697 0.1030
H -1.5706 0.2040 -2.2081
C -1.8664 0.0410 -1.1648
C -5.6188 -1.3668 0.1176
C -0.6314 -0.4305 -0.3839
H -0.3036 -1.3659 -0.8312
H -0.4045 1.6353 1.1661
C 3.5178 -0.1604 1.6557
H -6.7463 -3.1565 0.1400
C 2.7319 1.2131 -0.8027
C 4.4250 0.8775 0.9970
O -3.7090 2.6722 0.4961
H -6.1460 1.7139 1.0568
H 5.4706 0.6470 1.2134
H 2.5351 2.2212 -0.4381
H 1.9321 -1.2095 -1.7591
C 2.1325 -1.1884 -0.6861
H 1.8358 1.1694 1.8103
H 4.8805 -1.7972 1.3022
H 4.8358 1.6194 -0.9857
H 3.8051 -2.5294 -0.8251
H -1.7012 3.2108 -0.2218
C 3.5976 -1.5336 -0.4161
C -5.7632 -2.8175 -0.1714
N 0.4073 0.5757 -0.4910
C 4.5143 -0.5102 -1.0773
H 3.2078 -2.2964 1.5674
C -1.3034 2.2975 -0.6658
O -4.4477 -0.7696 -0.1857
H 1.4011 -0.5431 1.8645
H -0.9251 -0.6200 0.6650
H 5.5589 -0.7626 -0.8824
H -5.6410 -3.0075 -1.2373
*
```


B:
Here is C20H28N2O2 in the gas phase from OMol25. Energies are from the ωB97M-V functional and the def2-TZVPD basis.

As for the SMILES: O=C(NCCC1=CCCCC1)c1ccc(CN2CCOCC2)cc1.

```
! RIJCOSX wB97M-V def2-TZVPD def2/J DEFGRID3
* xyz 0 1
H -2.0299 -4.8084 1.3069
C 2.0795 2.7573 -3.1592
H -1.4375 -5.9680 3.3872
O -0.3089 2.5506 0.0592
H 2.8567 1.1265 -2.0402
C 4.7651 3.2261 -2.3610
C -3.4259 -2.7431 2.1492
H -1.2169 3.2243 -3.3572
H -0.7884 -3.5576 1.6125
H -4.1663 -2.3710 2.8632
H 2.4135 4.0475 -4.7692
C -1.7974 -2.8344 3.9659
C -0.7349 -5.2262 2.9776
N -0.9880 1.7370 -1.9337
H 3.3635 3.8981 -0.8802
H -2.3963 -2.7198 -0.3652
H 0.7112 1.2025 -3.6649
H -1.5065 1.0185 -2.4123
C -2.6675 -0.3434 2.0124
C 2.7996 3.6332 -3.8463
H -1.2698 -0.8976 -1.5304
C -2.2993 -1.7593 0.1211
C -2.8073 -1.5862 1.4040
H -0.4414 -3.3351 5.5857
C 4.1530 4.1231 -3.4323
H 4.0565 5.1448 -3.0486
H 0.0449 -5.7367 2.4099
H -2.5409 -2.3372 4.5923
O -0.0843 -4.5543 4.0292
C -1.5514 0.5256 0.0631
C -2.0426 0.6969 1.3539
C 3.7288 2.9499 -1.2788
H -1.9239 1.6610 1.8250
H -3.9294 -3.4138 1.4469
C -0.4221 2.7913 -2.7419
C 2.5574 2.1659 -1.8633
H -1.7237 -4.5458 5.2753
C 0.7308 2.2959 -3.6428
C -0.8857 1.6938 -0.5849
H 4.8069 4.1710 -4.3074
H 5.0760 2.2810 -2.8118
C -1.5052 -4.2507 2.0857
H 0.5733 2.6528 -4.6615
H -3.0562 -0.1901 3.0089
H 5.6491 3.7032 -1.9333
H -1.0973 -2.0784 3.5708
N -2.4791 -3.5531 2.9045
H -0.0613 3.5564 -2.0511
H 1.7393 2.1499 -1.1418
C -1.6783 -0.7191 -0.5453
C -1.0159 -3.8432 4.8095
H 4.1742 2.3889 -0.4553
*
```


C:
Here is C20H28N2O2 in the gas phase from OMol25. Energies are from the ωB97M-V functional and the def2-TZVPD basis.

As for the SMILES: COc1ccc2[nH]cc(CCNC(=O)CCC3CCCCC3)c2c1.

```
! RIJCOSX wB97M-V def2-TZVPD def2/J DEFGRID3
* xyz 0 1
H 1.2696 1.7128 1.1800
H -4.7721 -1.8957 1.4542
C -2.0613 2.3912 -1.1783
H -0.0890 3.6945 -0.3187
C 0.3413 -2.5309 -1.4252
N 5.3536 0.4848 0.8646
H -0.1769 -3.3454 -1.9297
H -1.7238 -1.9895 1.4913
H -3.7750 -3.3126 1.1135
H -4.5412 -2.2097 -0.9864
C -2.5760 1.8798 0.1748
C -0.6034 2.0076 -1.3495
C -3.8136 -2.2236 1.0442
H -2.6339 1.9397 -1.9875
H -3.6433 0.0157 -1.5741
H -3.5890 2.2571 0.3358
H -2.1746 3.4756 -1.2306
H 6.3347 0.4150 1.0712
H -1.6393 -0.0311 -0.1247
C 3.2686 -0.0040 0.2010
C 4.8929 -1.8013 -0.0750
C 2.5685 -2.0793 -0.7336
C 2.2502 -0.7991 -0.3278
C -2.6801 -1.6096 1.8587
C -2.5824 0.3495 0.2791
H 4.9941 2.4836 1.4978
C -2.6966 -0.0886 1.7408
H 5.8958 -2.1913 0.0185
H -2.7818 -2.1689 -0.8437
H -1.8705 0.3316 2.3204
C 4.5736 1.5901 1.0763
H 1.8782 1.7857 -1.3932
H -2.7729 -1.9006 2.9074
H 1.2563 -0.3989 -0.4329
N 0.2676 2.8958 -0.8191
C -3.7283 -0.2675 -0.5241
O 1.6759 -2.9572 -1.2830
H 2.3157 3.1381 1.2990
C -3.7115 -1.7892 -0.4141
C 3.2900 1.3382 0.6898
H -0.1223 -2.3584 -0.4471
C 3.8821 -2.5706 -0.6006
H 4.0719 -3.5792 -0.9322
H 2.2488 3.4932 -1.0676
C 4.5804 -0.5073 0.3260
H -4.6808 0.1141 -0.1461
H -1.9430 2.2884 0.9685
C 2.1040 2.2429 0.7113
C 1.6829 2.6239 -0.7215
H -3.6289 0.2982 2.1609
H 0.2627 -1.6190 -2.0246
O -0.2477 0.9814 -1.8944
*
```


Result of the stability comparison: B is the least stable of them.


A:
Here is a 3-piece molecular cluster, C2H3O3S overall from OMol25. Energies are from the ωB97M-V functional and the def2-TZVPD basis.

```
! RIJCOSX wB97M-V def2-TZVPD def2/J DEFGRID3
* xyz -1 1
H -0.0316 -4.8514 0.2565
H -1.5788 2.0384 -0.2343
O 1.0315 1.8788 -2.4173
O -0.9863 -0.0716 2.2822
C -1.1715 1.2657 0.3056
S 1.3243 1.3982 -1.0619
H 0.4616 -4.5170 -0.0937
O 2.0531 2.3923 -0.2654
C -1.1024 0.4665 1.2283
*
```


B:
Here is an isolated ion of composition C2H3O3S and charge -1 from OMol25. Energies are from the ωB97M-V functional and the def2-TZVPD basis.

As for the SMILES: O=CC=[S@H](=O)[O-].

```
! RIJCOSX wB97M-V def2-TZVPD def2/J DEFGRID3
* xyz -1 1
O 2.3429 -0.5117 1.0789
O -1.8339 1.4320 -0.8218
H 0.2249 1.2024 1.3638
S -1.1087 0.1915 -0.4391
H 1.1851 -1.3405 -0.3421
C 1.3040 -0.4847 0.3846
O -2.0539 -0.8534 -0.0871
H -0.2840 -0.0253 -1.7438
C 0.2237 0.3897 0.6066
*
```


Result of the stability comparison: A is the least stable of them.


A:
Here is a 2-piece molecular cluster, C2H6NO2 overall from OMol25. Energies are from the ωB97M-V functional and the def2-TZVPD basis.

```
! RIJCOSX wB97M-V def2-TZVPD def2/J DEFGRID3
* xyz -1 1
H 0.8708 0.2937 -0.6028
N -0.6494 1.0717 -0.9638
H -1.2985 -0.4985 -2.0353
H 0.8848 -1.7030 1.2878
C 1.2722 -0.6820 1.2855
H 0.4974 0.0122 1.8027
O -2.8556 0.3018 -1.0257
H -0.7876 1.7694 -0.2403
C -1.6676 0.3223 -1.3895
O 1.5259 -0.2007 0.0124
H 2.2076 -0.6870 1.8691
*
```


B:
Here is a 2-piece molecular cluster, C2H6NO2 overall from OMol25. Energies are from the ωB97M-V functional and the def2-TZVPD basis.

```
! RIJCOSX wB97M-V def2-TZVPD def2/J DEFGRID3
* xyz -1 1
H -0.6065 -0.4029 0.3121
O -0.3642 1.6032 0.6913
H 1.2930 2.7376 0.4070
H -1.6179 -2.8740 -1.1047
H 0.5421 -1.5756 -0.4031
H -0.6194 -0.7492 -1.4080
C -0.4745 -1.2387 -0.4431
H -1.2019 -2.9036 0.5476
O 1.5854 0.8071 -0.1701
N -1.3818 -2.3339 -0.2562
C 0.8267 1.7091 0.3220
*
```


Result of the stability comparison: A is the least stable of them.